The following is a DFT calculation (the ωB97M-V functional and the def2-TZVPD basis) of a cluster of 2 separate species, C2HNO2S2 in total at a distorted geometry.

Last column: Löwdin charge in e.
Cartesian coordinates (Å):
1 C -1.6887 0.8663 -0.2442  -0.49
2 S -0.4015 1.8072 0.1079  0.90
3 O -0.3890 -1.3002 -0.0081  0.03
4 N 0.8223 0.8596 0.3353  -0.47
5 C 0.6928 -1.7202 -0.0022  -0.89
6 S 2.1878 -2.0371 0.1900  0.81
7 O -2.7601 0.4675 -0.0309  0.14
8 H 1.5365 1.0570 -0.3479  -0.03

Properties
ΔE to the lowest compared entry with this formula, charge and spin = 52.1 kcal/mol
Kohn-Sham gap = 8.22 eV
2S+1 = 1